Entry 1:
A structure of composition C4H6O2Pb in a non-equilibrium geometry, computed with ωB97M-V with the def2-TZVPD basis set.

Geometry as XYZ:
```
13
Properties=species:S:1:pos:R:3:lowdin_spin:R:1
O 0.717 2.560 2.396 0.00
C 0.785 1.826 1.194 0.01
C -0.647 1.529 0.756 0.03
C -0.728 0.850 -0.536 0.21
C -0.530 0.108 -1.529 0.01
H 1.606 2.785 2.683 0.00
H 1.328 0.878 1.338 0.00
H 1.299 2.398 0.405 0.00
H -1.218 2.468 0.686 0.01
H -1.157 0.926 1.524 0.00
H -0.996 -0.085 -2.496 0.00
O 0.701 -1.718 -1.552 0.77
Pb -0.676 -2.197 -0.251 -0.04
```

Expectation value of S²: 0.79
Multiplicity: 2
Net charge: +1
E_LUMO (spin up / spin down) in eV: -5.62 / -6.69
Max |F| in eV/A: 2.2

---

Entry 2:
A structure of composition C4H6O2Ru in a non-equilibrium geometry, computed with ωB97M-V with the def2-TZVPD basis set.

Geometry as XYZ:
```
13
Properties=species:S:1:pos:R:3:lowdin_spin:R:1
C 0.296 -1.022 0.322 0.12
O 0.632 -2.170 -0.295 0.05
H 0.168 -1.197 1.391 0.02
H 0.860 -2.035 -1.223 0.00
C -1.881 0.037 0.413 1.44
C -0.917 1.116 0.144 0.24
H -2.806 0.236 -0.155 0.09
H -0.780 1.415 1.214 0.04
H -1.219 1.962 -0.493 0.02
C 0.334 0.474 -0.383 0.09
O 1.454 0.198 0.393 0.29
Ru 3.377 0.513 0.141 3.58
H 0.482 0.473 -1.469 0.01
```

Expectation value of S²: 12.01
Multiplicity: 7
Net charge: +2
E_LUMO (spin up / spin down) in eV: -11.04 / -12.46
Max |F| in eV/A: 5.1

---

E_tot
In order: -13575.6513, -10891.9602
Unit: eV